Entry from the OMol25 dataset: C6H12O as an isolated structure (the ωB97M-V functional and the def2-TZVPD basis).

```
19
C6H12O | the OMol25 dataset | the ωB97M-V functional and the def2-TZVPD basis
C -1.94328 -1.06154 -0.60064
C -0.81946 -0.12714 -0.12845
C -1.38439 1.05714 0.65277
C 0.02999 -0.98959 0.79952
O 1.16458 -1.51777 0.10675
C 1.76045 -0.40723 0.71678
C 2.27696 0.67145 -0.20154
H -2.63387 -0.50754 -1.24617
H -1.54742 -1.90909 -1.16978
H -2.50543 -1.45432 0.25348
H -0.27958 0.21508 -1.02253
H -1.80481 0.70506 1.60188
H -2.17370 1.56992 0.09335
H -0.60326 1.79308 0.88437
H 0.86540 -0.08073 1.47327
H 2.47407 -0.72226 1.48586
H 1.50940 1.05475 -0.87681
H 3.07714 0.24507 -0.81612
H 2.69446 1.50417 0.37357
```

Results
HOMO energy: -8.0 eV
energy above the lowest of the compared OMol25 structures with the same formula, charge and spin: 4.4499 eV
maximum force: 0.00653 Eh/bohr
total charge: 0
spin multiplicity: 1
frontier orbital gap: 0.332 Eh